P) C7H11N4 | ωB97M-V with the def2-TZVPD basis set

```
22
Properties=species:S:1:pos:R:3:mulliken_spin:R:1
C -2.92074 0.16526 -1.34757 0.768
C 0.69019 -2.53090 -0.61913 -0.001
C 1.44924 0.50391 -0.60439 0.016
C -0.15855 2.12170 -0.35400 0.034
C -0.48195 0.00121 1.20349 0.017
C 0.32776 -0.36310 -0.04372 0.111
C -0.89043 0.79862 -0.07759 0.399
N -0.11350 -1.56075 -0.56481 0.093
N -1.95565 0.42562 -0.79149 0.211
N 1.22077 1.86152 -0.11613 0.008
N -1.26295 -0.97404 1.73038 0.190
H -3.61491 0.22707 -2.19979 0.071
H 0.27930 -3.46010 -0.76909 -0.004
H 1.59940 -2.46902 -0.13400 -0.003
H 2.41667 0.12258 -0.22201 0.024
H 1.43991 0.58955 -1.75625 -0.001
H -0.16406 2.27317 -1.50873 0.024
H -0.41216 3.14405 0.24536 0.017
H -0.00848 0.61028 1.97934 0.031
H 1.38482 1.89425 0.81953 -0.005
H -1.73178 -0.84036 2.55926 -0.008
H -1.62227 -1.57867 0.97843 0.006
```

- total charge = +1
- gap between HOMO and LUMO (spin up / spin down) (eV) = 6.28 / 5.89
- multiplicity = 3


Q) C7H11N4 | ωB97M-V with the def2-TZVPD basis set

```
22
Properties=species:S:1:pos:R:3:mulliken_spin:R:1
C 1.25087 -0.78999 1.05610 0.225
C 1.89430 -1.15117 -0.08042 -0.049
C -2.08597 -0.05546 -1.00589 -0.038
C -1.13149 0.42876 1.20055 0.021
C 0.50610 0.47245 0.78970 0.072
C -1.29444 0.54519 2.59006 0.042
C 1.92780 -0.11939 -2.44555 -0.011
N -2.99593 0.35763 -1.73775 0.196
N -2.01443 0.05707 0.39023 0.695
N 1.51292 -0.21029 -1.03830 0.237
N 0.72852 0.67141 -0.58510 0.474
H 1.16190 -1.36412 1.93730 0.008
H 2.44832 -2.04224 -0.22211 -0.008
H -1.27197 -0.67463 -1.54103 0.041
H 0.94390 1.40946 1.30556 0.080
H -1.42249 1.61674 2.74742 -0.007
H -0.36734 0.22145 3.29491 -0.003
H -2.23025 0.02518 3.05544 -0.003
H 2.08440 -1.11877 -2.95770 0.006
H 1.09432 0.39061 -2.97459 0.003
H 2.96610 0.44388 -2.57674 0.015
H -3.70517 0.88622 -1.20209 0.003
```

- total charge = +1
- gap between HOMO and LUMO (spin up / spin down) (eV) = 6.49 / 5.42
- multiplicity = 3


Preferred: Q); penalty for the next structure: 1.594 eV.


P) C5H6PS | ωB97M-V with the def2-TZVPD basis set

```
13
Properties=species:S:1:pos:R:3:nbo_charge:R:1
C 0.68319 -0.35537 -0.09465 -0.077
C 0.62888 -1.50818 -0.87938 -0.687
C -1.65880 0.21157 0.62563 -0.386
C -0.32717 0.54420 0.43992 -0.271
C 0.17401 1.79897 1.01118 -0.648
P -0.77126 -2.13747 -1.84655 0.661
S -0.47835 -4.05038 -2.45569 -0.650
H 1.67705 -0.14855 0.22344 0.166
H 1.59558 -1.94475 -1.00439 0.204
H -2.27486 1.05139 0.99056 0.092
H -0.58288 2.28173 1.60417 0.214
H 0.12959 2.45877 0.15774 0.192
H 1.20501 1.79810 1.22802 0.192
```

- total charge = -1
- gap between HOMO and LUMO (spin up / spin down) (eV) = 5.97 / 5.64


Q) C5H6PS | ωB97M-V with the def2-TZVPD basis set

```
13
Properties=species:S:1:pos:R:3:nbo_charge:R:1
C -0.27130 0.29425 -1.06493 -0.756
C -0.43190 2.84967 0.74146 -0.924
C 0.15528 -0.54976 -0.00281 -0.230
C 0.37358 -0.02717 1.20529 -0.120
C 0.57286 -1.97689 -0.27853 -0.591
P -0.88274 1.81592 -0.46724 0.838
S 0.49836 -0.24074 2.78768 -0.109
H -0.66094 -0.13670 -1.97777 0.208
H -0.58127 2.42255 1.73198 0.167
H 1.52668 -2.19365 0.19980 0.212
H 0.66789 -2.15681 -1.34857 0.201
H -0.17208 -2.65866 0.13273 0.203
H -0.79442 2.55800 -1.65911 -0.099
```

- total charge = -1
- gap between HOMO and LUMO (eV) = 5.71


Preferred: P); penalty for the next structure: 1.988 eV.


P) C19H18N2O4S2 | ωB97M-V with the def2-TZVPD basis set

```
45
Properties=species:S:1:pos:R:3:nbo_charge:R:1
C -0.02570 2.63971 1.15593 -0.635
C -0.15860 1.24062 1.67071 0.000
C -1.29262 0.85793 2.38188 -0.211
C -1.43183 -0.43646 2.84496 -0.152
C -0.44083 -1.35912 2.57483 -0.349
S -0.63433 -3.03479 3.16754 2.307
O -1.06902 -2.98986 4.53004 -0.926
O 0.53476 -3.79404 2.82744 -0.951
N -1.90162 -3.72512 2.30266 -0.831
C -1.59863 -4.08754 0.94663 -0.352
C -1.73138 -2.91338 -0.00798 0.786
O -2.19248 -1.84792 0.30842 -0.597
O -1.28633 -3.21633 -1.22591 -0.499
C -1.25870 -2.15100 -2.17874 -0.104
C -0.01411 -1.33294 -2.02234 0.096
C 1.21664 -1.82874 -1.70365 -0.432
S 2.36756 -0.56577 -1.61042 0.401
C 1.08213 0.57271 -2.00781 0.050
C 1.31806 1.99421 -2.09538 -0.033
C 2.56437 2.54313 -1.79534 -0.203
C 2.75736 3.90903 -1.86548 -0.211
C 1.71334 4.74206 -2.23560 -0.200
C 0.47224 4.20336 -2.53910 -0.209
C 0.27079 2.83942 -2.47059 -0.191
N -0.06429 0.00615 -2.18608 -0.431
C 0.69355 -1.00560 1.87505 -0.197
C 0.83709 0.29977 1.43694 -0.171
H -0.43912 3.35351 1.86449 0.219
H -0.57369 2.73831 0.21871 0.230
H 1.01413 2.89087 0.96197 0.219
H -2.06859 1.58377 2.57458 0.214
H -2.29338 -0.73978 3.41844 0.225
H -2.74669 -3.18101 2.39905 0.404
H -2.25374 -4.90017 0.61510 0.235
H -0.56747 -4.44984 0.94290 0.264
H -1.29500 -2.63317 -3.15922 0.210
H -2.12800 -1.50031 -2.04507 0.228
H 1.49559 -2.84615 -1.52033 0.249
H 3.37787 1.89238 -1.50728 0.212
H 3.72498 4.32683 -1.63075 0.218
H 1.86758 5.80927 -2.28907 0.217
H -0.34027 4.85227 -2.83031 0.218
H -0.68692 2.40115 -2.70267 0.235
H 1.45178 -1.75289 1.69881 0.239
H 1.73353 0.59545 0.91205 0.205
```

- total charge = 0
- SMILES = Cc1ccc(S(=O)(=O)NCC(=O)OCc2csc(-c3ccccc3)n2)cc1
- gap between HOMO and LUMO (eV) = 8.56


Q) C19H18N2O4S2 | ωB97M-V with the def2-TZVPD basis set

```
45
Properties=species:S:1:pos:R:3:nbo_charge:R:1
O -4.41296 -2.76376 0.71049 -0.619
C -3.66181 -2.11723 0.01222 0.644
C -2.72441 -2.78822 -1.00967 -0.164
O -1.35343 -2.68963 -0.63683 -0.486
C -0.69359 -1.57812 -0.98575 0.780
O -1.19969 -0.63956 -1.56257 -0.618
C 0.70690 -1.63518 -0.59261 -0.341
C 1.38646 -2.64123 0.05666 -0.180
C 2.72964 -2.33322 0.26769 -0.205
C 3.07412 -1.08864 -0.22170 -0.245
C 4.36952 -0.49406 -0.15597 0.070
N 5.39161 -1.06145 0.38109 -0.431
C 6.50519 -0.28957 0.31709 0.178
C 7.76424 -0.62828 0.81124 -0.220
C 8.79822 0.26977 0.66753 -0.212
C 8.60305 1.50046 0.04033 -0.208
C 7.36626 1.85965 -0.45744 -0.205
C 6.32023 0.96322 -0.31746 -0.243
S 4.67034 1.12157 -0.83125 0.366
S 1.72636 -0.28806 -0.95090 0.523
N -3.53993 -0.78172 0.05555 -0.621
C -4.37971 0.04212 0.88957 -0.247
C -5.39484 0.82476 0.03986 0.088
C -6.30722 1.71365 0.90915 -0.433
C -6.20473 3.08921 0.24647 -0.427
C -4.82818 3.00861 -0.41142 -0.067
O -4.72329 1.67979 -0.87447 -0.532
H -2.94596 -3.85601 -1.03853 0.221
H -2.87280 -2.33262 -1.99526 0.210
H 0.91158 -3.55632 0.35964 0.243
H 3.44271 -2.97246 0.75404 0.245
H 7.90083 -1.58251 1.29373 0.226
H 9.77817 0.02041 1.04552 0.217
H 9.43256 2.18409 -0.05815 0.217
H 7.21247 2.81046 -0.94312 0.220
H -2.97261 -0.30222 -0.63482 0.435
H -3.75084 0.74398 1.44618 0.194
H -4.90551 -0.61714 1.58345 0.237
H -5.96743 0.10845 -0.56135 0.187
H -7.32707 1.33859 0.93708 0.224
H -5.92407 1.75107 1.92945 0.204
H -6.28296 3.90999 0.95504 0.215
H -6.97268 3.20243 -0.51866 0.206
H -4.70860 3.66792 -1.27151 0.195
H -4.03612 3.22702 0.32040 0.156
```

- total charge = 0
- SMILES = O=C(COC(=O)c1ccc(-c2nc3ccccc3s2)s1)NC[C@H]1CCCO1
- gap between HOMO and LUMO (eV) = 7.69


Preferred: Q); penalty for the next structure: 0.632 eV.


P) CH4NOPS | ωB97M-V with the def2-TZVPD basis set

```
9
Properties=species:S:1:pos:R:3:nbo_charge:R:1
C -0.21633 -1.44339 0.17487 0.050
N 0.36000 1.31293 0.22969 -1.028
O 1.04231 -1.22535 -0.10579 -0.624
P -1.17009 1.19871 -0.28444 0.515
S 1.66170 0.67082 -0.46017 0.431
H -0.95529 -1.46628 -0.56700 0.143
H -0.59704 -1.34552 1.20069 0.145
H 0.61958 1.74923 1.20451 0.433
H -0.74483 0.54885 -1.39236 -0.065
```

- total charge = 0
- gap between HOMO and LUMO (spin up / spin down) (eV) = 7.28 / 7.29


Q) CH4NOPS | ωB97M-V with the def2-TZVPD basis set

```
9
Properties=species:S:1:pos:R:3:nbo_charge:R:1
C -0.55424 -1.44806 0.02345 -0.641
N 0.37077 0.86739 -0.59519 -1.042
O -0.65600 1.30781 1.69467 -1.003
P -0.09394 0.15988 0.95263 1.763
S 1.72655 0.96980 -1.48333 0.183
H 0.24846 -1.94886 -0.55093 0.230
H -1.64419 -1.20835 -0.46694 0.212
H -0.53527 1.29450 -1.03567 0.405
H 1.13786 0.00588 1.46130 -0.106
```

- total charge = 0
- gap between HOMO and LUMO (spin up / spin down) (eV) = 7.86 / 7.27


Preferred: Q); penalty for the next structure: 0.308 eV.


P) C5H13NO2 | ωB97M-V with the def2-TZVPD basis set

```
21
Properties=species:S:1:pos:R:3:mulliken_spin:R:1
O -3.29418 -0.60287 0.22781 0.230
C -2.49739 0.21471 0.56394 0.040
C -1.01857 0.03131 0.08825 0.076
C -0.15549 -0.75901 1.20223 0.155
C 1.39045 -0.47643 1.23149 0.008
C 1.99860 -0.84052 -0.14526 0.005
N -0.57782 1.34153 -0.24158 0.433
H -2.74862 1.15578 1.12941 0.024
H -0.71951 -0.59904 -0.87107 0.007
H -0.30688 -1.83379 1.12321 0.000
H -0.44132 -0.40790 2.23181 -0.001
H 1.53085 0.61185 1.29232 -0.001
H 1.83502 -1.00173 2.04120 0.012
H 1.73708 -1.86810 -0.36548 0.000
H 1.48521 -0.20834 -0.87278 0.002
H 3.08350 -0.87468 -0.28520 0.001
H -0.63317 1.84620 0.65587 -0.002
H 0.34850 1.39373 -0.62642 0.007
H -1.09349 0.62511 -2.94984 0.001
H 0.22759 1.49984 -2.49089 -0.002
O -0.15036 0.75236 -2.93901 0.004
```

- total charge = +1
- gap between HOMO and LUMO (spin up / spin down) (eV) = 11.16 / 6.13
- multiplicity = 2


Q) C5H13NO2 | ωB97M-V with the def2-TZVPD basis set

```
21
Properties=species:S:1:pos:R:3:mulliken_spin:R:1
O -2.17690 -1.21785 1.87318 0.000
C -1.18604 -1.17078 1.14320 0.004
C -1.15553 -0.21995 -0.00211 0.000
C 0.27883 -0.13471 -0.58345 0.032
C 1.40726 -0.14244 0.51133 0.136
C 1.12229 1.18249 1.27317 0.036
N 1.80195 2.40526 0.80869 0.763
H -0.62616 -2.02866 1.16565 0.000
H -1.65548 0.77797 0.28039 0.004
H -1.93652 -0.70289 -0.67729 0.006
H 0.32627 -1.05238 -1.18575 0.013
H 0.36571 0.66272 -1.29931 -0.003
H 1.51366 -1.00803 1.16829 0.010
H 2.30757 -0.29856 -0.16214 -0.007
H -0.02695 1.43926 1.34218 0.008
H 1.52372 0.92216 2.37766 0.017
H 2.74815 2.48830 0.98908 -0.009
H 1.45599 2.59935 -0.15015 -0.010
H -2.21852 -0.89065 -3.33417 0.000
H -2.19280 -2.20805 -2.79832 0.000
O -1.67647 -1.40256 -2.74013 0.001
```

- total charge = +1
- gap between HOMO and LUMO (spin up / spin down) (eV) = 9.49 / 4.06
- multiplicity = 2


Preferred: P); penalty for the next structure: 0.299 eV.


P) C3H3NOS | ωB97M-V with the def2-TZVPD basis set

```
9
Properties=species:S:1:pos:R:3:nbo_charge:R:1
C 0.66410 0.62348 0.06762 -0.651
C -0.73794 0.40838 -0.35816 0.459
C -1.64236 -0.79723 -0.26013 0.180
H 2.33149 -1.63983 1.06413 0.155
H 0.35851 0.50027 1.15594 0.281
H 0.91751 1.79547 -0.24746 0.289
N -2.36889 -1.70861 -0.33329 -0.237
O -1.34498 1.45125 -0.51899 -0.471
S 1.82255 -0.63319 -0.56967 -0.005
```

- total charge = 0
- gap between HOMO and LUMO (eV) = 8.50


Q) C3H3NOS | ωB97M-V with the def2-TZVPD basis set

```
9
Properties=species:S:1:pos:R:3:nbo_charge:R:1
N -2.45011 1.08977 -0.73026 -0.201
C -1.64276 0.36481 -0.40976 0.142
C -0.61514 -0.49084 0.07832 0.485
O -0.74953 -1.35019 0.90899 -0.442
C 0.80567 -0.10141 -0.54955 -0.559
S 1.81534 0.47193 0.92384 -0.032
H 1.39866 -0.88236 -0.94634 0.250
H 0.47208 0.65420 -1.18542 0.219
H 0.96580 0.24408 1.91018 0.137
```

- total charge = 0
- SMILES = N#CC(=O)CS
- gap between HOMO and LUMO (eV) = 8.90


R) C3H3NOS | ωB97M-V with the def2-TZVPD basis set

```
9
Properties=species:S:1:pos:R:3:nbo_charge:R:1
C -2.09133 -0.07912 0.25373 0.191
C 0.60880 1.58270 -0.15889 -0.690
C 0.03251 -1.09232 -0.12312 -0.479
N -1.21140 -0.80522 0.03456 -0.244
O 2.51673 -0.38102 -0.10514 -0.914
S 1.20281 0.16221 0.21101 1.466
H -2.95369 0.45953 -0.13166 0.244
H 1.32580 2.24907 0.02645 0.169
H 0.56977 -2.09581 -0.00694 0.256
```

- total charge = 0
- gap between HOMO and LUMO (eV) = 7.71


Preferred: Q); penalty for the next structure: 2.633 eV.


P) C3H3NOS | ωB97M-V with the def2-TZVPD basis set

```
9
Properties=species:S:1:pos:R:3:nbo_charge:R:1
C -2.76795 -0.37640 -0.15182 -0.097
C -1.57376 -0.69243 -0.06386 -0.219
C -0.20987 -0.77017 0.16361 0.558
N 1.23684 1.28172 -0.09415 -0.915
O 0.66444 -1.53122 0.14201 -0.433
S 2.48416 0.26395 -0.08700 0.399
H -3.81203 -0.22018 -0.00365 0.246
H 0.87936 1.56364 -1.02478 0.370
H 3.09880 0.48108 1.11965 0.090
```

- total charge = 0
- gap between HOMO and LUMO (spin up / spin down) (eV) = 7.16 / 7.72


Q) C3H3NOS | ωB97M-V with the def2-TZVPD basis set

```
9
Properties=species:S:1:pos:R:3:nbo_charge:R:1
O -1.54180 1.71706 0.39764 -0.530
C -0.70375 0.87282 0.26420 0.533
N 0.03292 0.56464 -0.86480 -0.587
C 0.69658 -0.63108 -0.25687 -0.296
C -0.14139 -0.25340 0.93731 -0.022
S -0.89376 -1.25162 2.34971 0.043
H 0.04044 1.03950 -1.73861 0.415
H 1.82951 -0.47151 -0.27881 0.213
H 0.68125 -1.58642 -0.80976 0.230
```

- total charge = 0
- SMILES = O=C1NCC1=S
- gap between HOMO and LUMO (spin up / spin down) (eV) = 7.33 / 7.24


Preferred: Q); penalty for the next structure: 2.973 eV.


P) C2H7N4 | ωB97M-V with the def2-TZVPD basis set

```
13
Properties=species:S:1:pos:R:3:nbo_charge:R:1
C 0.50667 0.66012 -0.43817 -0.374
C -0.69891 0.83088 -1.08918 0.200
N 1.57705 1.34116 -0.62876 0.120
N 2.56912 1.85025 -0.69405 0.188
N -0.97541 1.70813 -2.03363 -0.687
N 0.87405 -1.25710 1.56950 -1.050
H 0.60868 -0.15020 0.36602 0.338
H 0.44555 -0.96235 2.44134 0.391
H -1.50460 0.16967 -0.79231 0.241
H -1.89491 1.73946 -2.44701 0.433
H 0.49261 -2.16718 1.33468 0.390
H -0.29028 2.36771 -2.37901 0.418
H 1.86801 -1.38435 1.73307 0.390
```

- total charge = +1
- gap between HOMO and LUMO (eV) = 9.33


Q) C2H7N4 | ωB97M-V with the def2-TZVPD basis set

```
13
Properties=species:S:1:pos:R:3:nbo_charge:R:1
C 0.60173 0.05768 0.09608 0.099
C -1.76864 -0.81433 0.21286 0.117
N 1.32532 1.07918 -0.33575 -0.441
N 1.75114 -0.66623 0.16204 -0.448
N 2.56264 0.41685 -0.08096 -0.239
N -2.45349 0.25625 0.18100 -0.652
H -1.42571 -1.28721 -0.65862 0.232
H -1.57765 -1.11608 1.24952 0.234
H 1.96476 -1.64783 0.22091 0.429
H 3.12989 0.46611 -0.90710 0.369
H -2.82212 0.50553 1.09705 0.441
H -2.53178 0.70763 -0.75522 0.442
H 1.24391 2.04245 -0.48181 0.418
```

- total charge = +1
- gap between HOMO and LUMO (eV) = 9.45


R) C2H7N4 | ωB97M-V with the def2-TZVPD basis set

```
13
Properties=species:S:1:pos:R:3:nbo_charge:R:1
N -1.61090 -0.06176 0.43716 -0.556
N -0.25790 -0.37932 -0.25216 -0.277
C 0.91460 -0.73565 0.67141 -0.174
N 1.79251 0.32862 0.56968 -0.088
N 1.53100 1.10208 -0.32859 -0.089
C 0.40888 0.72197 -1.11379 -0.148
H -1.98898 0.71025 -0.13399 0.448
H -1.60625 0.17680 1.45454 0.441
H -2.08430 -0.93169 0.26031 0.453
H 1.52414 -1.50074 0.11627 0.267
H 0.72225 -0.97033 1.75785 0.251
H -0.14200 1.42401 -1.54165 0.224
H 0.79697 0.11577 -1.89704 0.247
```

- total charge = +1
- SMILES = [NH3+]N1CN=NC1
- gap between HOMO and LUMO (eV) = 9.92


S) C2H7N4 | ωB97M-V with the def2-TZVPD basis set

```
13
Properties=species:S:1:pos:R:3:nbo_charge:R:1
C -0.12218 1.39777 -0.10491 0.307
C 1.37287 -2.20996 -1.89884 0.241
N -1.29550 1.94261 0.39508 -0.792
N 0.83477 -1.98506 -0.90240 -0.431
N 0.44720 0.29779 0.20276 -0.380
N -0.06904 -0.66383 1.11679 -0.592
H 0.29371 1.86140 -0.94132 0.215
H 1.93698 -2.23934 -2.89734 0.291
H -1.45516 2.88653 0.20527 0.431
H 0.59884 -0.68873 1.99454 0.449
H -1.01682 -0.45660 1.30254 0.398
H -1.70901 1.35842 1.07822 0.381
H 0.18333 -1.50100 0.44962 0.483
```

- total charge = +1
- gap between HOMO and LUMO (eV) = 10.91


Preferred: P); penalty for the next structure: 1.061 eV.